Density functional theory data (wB97M-V/def2-TZVPD) for a cluster of 12 separate species, C52H52F8N4O8 in total at a distorted geometry.

The geometry in XYZ format:
```
124
Properties=species:S:1:pos:R:3
C -2.042 1.466 -3.991
N -2.665 1.973 -5.221
O -3.653 2.718 -5.155
O -2.131 1.573 -6.237
H -2.386 0.437 -3.715
H -2.238 2.055 -3.132
H -0.961 1.397 -4.129
C -0.212 2.948 2.912
N 0.306 2.284 4.122
O -0.323 1.369 4.652
O 1.317 2.772 4.560
H -1.246 3.179 3.182
H -0.115 2.206 2.122
H 0.371 3.815 2.753
C -3.682 -2.412 -0.900
N -3.910 -2.458 -2.395
O -3.076 -2.066 -3.163
O -4.965 -2.965 -2.723
H -4.601 -2.449 -0.362
H -3.187 -1.466 -0.752
H -2.978 -3.273 -0.669
C -1.467 -2.510 3.968
N -2.073 -2.697 2.594
O -1.611 -3.595 1.928
O -2.967 -1.970 2.230
H -1.494 -1.465 4.329
H -0.447 -2.901 3.901
H -1.993 -3.111 4.702
F -6.758 0.930 -0.776
C -5.616 0.961 -0.040
C -5.754 0.802 1.324
C -4.566 0.656 2.065
C -3.322 0.737 1.430
C -3.277 0.910 0.074
C -4.401 1.037 -0.687
H -6.710 0.692 1.814
H -4.689 0.668 3.139
H -2.392 0.670 1.953
H -2.296 1.034 -0.404
H -4.300 1.105 -1.782
F 3.384 2.112 2.104
C 3.400 3.445 1.864
C 3.461 4.319 2.961
C 3.544 5.661 2.637
C 3.569 6.071 1.309
C 3.590 5.182 0.234
C 3.506 3.854 0.541
H 3.534 3.946 3.977
H 3.611 6.385 3.432
H 3.514 7.142 1.229
H 3.737 5.565 -0.754
H 3.353 3.158 -0.283
F 0.469 -1.080 1.627
C 0.391 -0.531 0.373
C -0.399 -1.294 -0.491
C -0.380 -0.969 -1.843
C 0.345 0.171 -2.305
C 0.982 0.920 -1.374
C 1.076 0.591 -0.021
H -0.923 -2.185 -0.218
H -0.954 -1.627 -2.490
H 0.586 0.353 -3.354
H 1.429 1.838 -1.726
H 1.722 1.080 0.700
F 0.585 3.550 -0.309
C -0.299 4.210 -1.035
C 0.340 5.084 -1.919
C -0.445 5.801 -2.821
C -1.830 5.633 -2.809
C -2.425 4.721 -1.946
C -1.660 4.002 -0.974
H 1.430 5.161 -1.847
H 0.038 6.391 -3.584
H -2.317 6.199 -3.564
H -3.508 4.621 -1.929
H -2.097 3.190 -0.341
F 2.120 -7.550 4.991
C 2.234 -6.474 4.211
C 2.832 -5.320 4.695
C 2.779 -4.130 3.920
C 2.138 -4.068 2.693
C 1.454 -5.193 2.280
C 1.529 -6.413 3.022
H 3.325 -5.321 5.643
H 3.276 -3.227 4.267
H 2.137 -3.190 2.079
H 0.815 -5.171 1.399
H 0.897 -7.254 2.742
F 1.111 3.841 -6.133
C 1.658 2.673 -5.853
C 1.278 1.592 -6.642
C 1.786 0.337 -6.381
C 2.680 0.141 -5.345
C 3.023 1.249 -4.545
C 2.483 2.520 -4.717
H 0.568 1.778 -7.448
H 1.501 -0.510 -6.985
H 3.098 -0.854 -5.164
H 3.695 1.023 -3.743
H 2.605 3.391 -4.069
F -0.728 -4.588 -0.592
C -1.052 -4.858 -1.868
C -0.067 -4.735 -2.839
C -0.361 -4.871 -4.194
C -1.638 -5.156 -4.587
C -2.587 -5.375 -3.620
C -2.334 -5.293 -2.263
H 0.939 -4.450 -2.463
H 0.542 -4.755 -4.815
H -1.839 -5.091 -5.683
H -3.613 -5.717 -3.831
H -3.155 -5.509 -1.580
F 0.579 -1.271 5.724
C 1.919 -1.121 5.588
C 2.417 -0.506 4.460
C 3.775 -0.345 4.278
C 4.680 -0.840 5.168
C 4.166 -1.437 6.356
C 2.804 -1.569 6.538
H 1.655 -0.090 3.788
H 4.174 0.171 3.404
H 5.722 -0.609 4.891
H 4.740 -1.604 7.233
H 2.389 -1.979 7.422
```

Its orbital gap is 9.2 eV. As for the total energy: -98834.7836 eV. The value obtained for the HOMO energy is -9.152 eV. As for the SMILES: C[N+](=O)[O-].C[N+](=O)[O-].C[N+](=O)[O-].C[N+](=O)[O-].Fc1ccccc1.Fc1ccccc1.Fc1ccccc1.Fc1ccccc1.Fc1ccccc1.Fc1ccccc1.Fc1ccccc1.Fc1ccccc1. As for the energy above the lowest of the compared OMol25 structures with the same formula, charge and spin: 0.00 kcal/mol. The molar mass comes out at 1012.99 Da. The max |F| comes out at 2.3 eV/A. For the LUMO energy, the calculation gives 0.042 eV.

=====

Density functional theory data (wB97M-V/def2-TZVPD) for a structure of composition C52H53AlF3O13 at a distorted geometry.

The geometry in XYZ format:
```
122
Properties=species:S:1:pos:R:3
C 0.331 -6.121 -1.380
C -0.494 -4.830 -1.479
C -1.280 -4.739 -2.804
C -2.812 -4.558 -2.577
C -3.426 -3.593 -3.603
C -3.218 -2.129 -3.144
C -4.350 -1.174 -3.510
C -4.276 0.116 -2.654
C -3.087 0.998 -3.059
Al -2.463 2.229 -1.544
C -0.674 3.122 -1.948
C 0.166 2.414 -3.027
C 1.089 3.378 -3.769
F 0.899 4.720 -3.664
C 2.160 2.908 -4.480
F 1.985 2.215 -5.626
F 3.455 2.997 -4.138
C -2.534 1.334 0.283
C -1.452 0.263 0.473
C -1.075 -0.534 -0.757
O -0.212 0.506 -0.099
H 1.176 -6.079 -2.066
H -0.312 -6.982 -1.563
H 0.743 -6.215 -0.373
H 0.209 -3.998 -1.397
H -1.171 -4.765 -0.628
H -0.948 -3.903 -3.416
H -1.158 -5.692 -3.320
H -2.964 -4.208 -1.556
H -3.278 -5.543 -2.675
H -2.847 -3.730 -4.520
H -4.476 -3.802 -3.800
H -2.266 -1.789 -3.555
H -3.094 -2.101 -2.059
H -5.326 -1.648 -3.342
H -4.331 -0.913 -4.574
H -5.230 0.627 -2.811
H -4.251 -0.215 -1.610
H -2.280 0.399 -3.493
H -3.442 1.658 -3.863
H -3.569 3.433 -1.515
H -0.094 3.217 -1.026
H -0.882 4.141 -2.280
H 0.838 1.712 -2.535
H -0.457 1.871 -3.749
H -2.244 2.061 1.056
H -3.468 0.821 0.522
H -1.462 -0.295 1.408
H -0.940 -0.083 -1.730
H -0.652 -1.530 -0.637
C -1.274 -1.071 6.010
C -1.585 -0.656 4.784
C -2.976 -0.730 4.275
O -3.247 -0.348 3.161
C -4.011 -1.288 5.185
C -3.697 -1.704 6.409
C -2.304 -1.627 6.915
O -2.021 -2.007 8.037
H -0.267 -1.026 6.397
H -0.848 -0.249 4.105
H -5.020 -1.333 4.795
H -4.434 -2.115 7.089
C 3.296 -3.295 9.775
C 2.986 -2.879 8.551
C 1.593 -2.956 8.043
O 1.312 -2.577 6.924
C 0.559 -3.511 8.950
C 0.872 -3.928 10.175
C 2.262 -3.852 10.684
O 2.549 -4.229 11.800
H 4.305 -3.250 10.165
H 3.724 -2.470 7.872
H -0.448 -3.555 8.563
H 0.134 -4.336 10.853
C -8.766 2.988 -6.332
C -8.210 2.997 -5.123
C -6.849 2.445 -4.898
O -6.337 2.447 -3.805
C -6.134 1.884 -6.074
C -6.693 1.877 -7.282
C -8.051 2.428 -7.506
O -8.562 2.423 -8.608
H -9.756 3.384 -6.518
H -8.713 3.401 -4.255
H -5.143 1.488 -5.885
H -6.190 1.472 -8.151
C 1.983 0.323 -10.992
C 1.977 1.572 -11.446
C 2.215 2.723 -10.537
O 2.207 3.861 -10.955
C 2.461 2.424 -9.105
C 2.468 1.174 -8.651
C 2.231 0.024 -9.558
O 2.238 -1.117 -9.150
H 1.812 -0.530 -11.637
H 1.800 1.811 -12.487
H 2.633 3.275 -8.459
H 2.645 0.939 -7.609
C 3.685 0.601 4.973
C 2.587 0.091 4.423
C 1.775 0.880 3.460
O 0.773 0.422 2.961
C 2.235 2.253 3.134
C 3.336 2.759 3.685
C 4.145 1.973 4.646
O 5.150 2.433 5.150
H 4.292 0.046 5.678
H 2.234 -0.909 4.649
H 1.628 2.806 2.428
H 3.690 3.757 3.462
C 10.967 3.128 7.113
C 10.655 3.529 5.884
C 9.260 3.449 5.378
O 8.981 3.814 4.258
C 8.228 2.905 6.297
C 8.544 2.504 7.527
C 9.936 2.584 8.032
O 10.224 2.221 9.153
H 11.977 3.177 7.501
H 11.393 3.929 5.200
H 7.216 2.854 5.915
H 7.808 2.105 8.212
```

Its net charge is -1. Its orbital gap is 4.3 eV. As for the total energy: -96139.3731 eV. The value obtained for the HOMO energy is -4.815 eV. As for the energy above the lowest of the compared OMol25 structures with the same formula, charge and spin: 0.00 kcal/mol. The molar mass comes out at 969.96 Da. The max |F| comes out at 2.9 eV/A. For the LUMO energy, the calculation gives -0.493 eV.

=====

Density functional theory data (wB97M-V/def2-TZVPD) for a structure of composition C52H53Cl2N2O6S2V at a distorted geometry.

The geometry in XYZ format:
```
118
Properties=species:S:1:pos:R:3
V 0.514 -0.521 0.315
C -2.908 4.971 -0.840
C -3.086 3.611 -0.199
C -4.487 3.422 0.376
O -2.794 2.617 -1.162
C -2.275 1.468 -0.526
C -1.871 2.055 0.926
O -2.097 3.434 0.801
C -0.559 1.800 1.753
O -0.030 0.581 1.304
C -0.990 1.721 3.219
C -1.143 0.491 3.849
C -1.534 0.444 5.180
C -1.778 1.616 5.879
C -1.632 2.842 5.244
C -1.234 2.896 3.918
C 0.666 2.717 1.640
C 1.813 2.064 2.376
C 3.650 2.700 1.417
C 3.287 3.763 0.431
C 2.068 4.292 0.296
C 0.811 3.766 0.824
C -1.426 0.649 -1.587
O -0.731 -0.395 -0.954
C -0.467 1.477 -2.455
C 0.002 0.941 -3.654
C 0.863 1.668 -4.461
C 1.259 2.945 -4.091
C 0.803 3.480 -2.898
C -0.045 2.742 -2.086
C -2.431 -0.019 -2.567
C -2.302 -1.376 -2.859
C -3.151 -2.001 -3.760
C -4.142 -1.275 -4.402
C -4.261 0.082 -4.142
C -3.412 0.706 -3.239
H -3.657 5.102 -1.618
H -1.918 5.032 -1.291
H -3.023 5.748 -0.086
H -5.220 3.495 -0.425
H -4.682 4.193 1.120
H -4.588 2.446 0.854
H -3.102 0.779 -0.301
H -2.642 1.627 1.580
H -0.960 -0.421 3.296
H -1.649 -0.516 5.668
H -2.072 1.571 6.919
H -1.828 3.759 5.784
H -1.104 3.850 3.420
H 1.447 1.406 3.163
H 4.725 2.534 1.459
H 4.112 4.204 -0.113
H 1.965 5.152 -0.354
H -0.080 4.240 0.442
H -0.330 -0.038 -3.977
H 1.201 1.244 -5.399
H 1.906 3.523 -4.737
H 1.090 4.482 -2.606
H -0.405 3.163 -1.167
H -1.513 -1.940 -2.382
H -3.026 -3.055 -3.977
H -4.807 -1.755 -5.107
H -5.009 0.668 -4.660
H -3.510 1.763 -3.054
Cl 2.752 -1.332 1.628
C 3.429 0.205 2.076
C 4.236 0.201 3.138
C 4.540 1.351 3.969
C 3.908 2.522 3.916
C 2.987 2.981 2.824
Cl 2.520 4.649 3.250
C 2.809 1.382 1.361
S 2.219 0.928 -0.312
H 4.597 -0.756 3.494
H 5.250 1.182 4.768
H 4.145 3.275 4.655
C -5.131 -1.615 0.351
C -3.953 -1.705 1.314
S -2.415 -2.005 0.368
O -1.297 -1.873 1.369
C -2.571 -3.825 0.146
C -2.483 -4.592 1.453
H -5.996 -1.166 0.838
H -5.428 -2.603 -0.003
H -4.875 -1.006 -0.520
H -4.085 -2.477 2.069
H -3.765 -0.754 1.818
H -1.718 -4.051 -0.500
H -3.489 -4.005 -0.413
H -1.724 -4.134 2.089
H -2.209 -5.630 1.266
H -3.430 -4.594 1.989
C 3.856 -5.605 -1.703
N 2.971 -4.819 -0.865
N 2.564 -3.560 -1.216
C 1.542 -3.195 -0.372
O 1.009 -2.035 -0.413
C 1.290 -4.286 0.473
C 2.190 -5.271 0.130
C 2.314 -6.650 0.664
C 3.395 -2.644 -1.938
C 2.811 -1.769 -2.840
C 3.606 -0.825 -3.469
C 4.965 -0.765 -3.205
C 5.540 -1.646 -2.300
C 4.755 -2.584 -1.652
H 4.128 -5.019 -2.576
H 3.352 -6.513 -2.032
H 4.764 -5.876 -1.166
H 0.565 -4.299 1.268
H 1.680 -6.761 1.539
H 3.343 -6.882 0.939
H 1.996 -7.375 -0.088
H 1.748 -1.808 -3.040
H 3.153 -0.126 -4.160
H 5.580 -0.024 -3.698
H 6.599 -1.602 -2.085
H 5.185 -3.249 -0.913
```

Its net charge is +1. Its orbital gap (alpha / beta) is 7.5 / 7.8 eV. As for the total energy: -142444.9866 eV. The value obtained for the HOMO energy (alpha / beta) is -9.927 / -9.932 eV. As for the energy above the lowest of the compared OMol25 structures with the same formula, charge and spin: 37.37 kcal/mol. The molar mass comes out at 987.99 Da. The max |F| comes out at 6.0 eV/A. As for the expectation value of S²: 0.758. For the LUMO energy (alpha / beta), the calculation gives -2.429 / -2.175 eV. As for the multiplicity: 2.

=====

Density functional theory data (wB97M-V/def2-TZVPD) for a cluster of 7 separate species, C52H53N8O16 in total at a distorted geometry.

The geometry in XYZ format:
```
129
Properties=species:S:1:pos:R:3
C -3.234 -2.136 3.649
C -2.583 -2.548 4.991
C -1.164 -3.079 4.851
O -0.570 -3.530 5.801
O -0.530 -2.996 3.610
C 0.180 -1.749 3.597
C 0.287 -1.194 2.166
C 1.604 -0.406 1.977
C 1.307 0.893 1.211
O 0.832 0.611 -0.084
C 1.569 -0.411 -0.759
C 1.784 0.033 -2.221
C 0.852 -0.680 -3.190
O 1.176 -1.702 -3.754
C 2.887 -0.799 -0.081
N 2.729 -1.210 1.353
C 2.648 -2.667 1.575
C 3.027 -3.195 2.779
C 2.892 -4.550 2.944
N 2.434 -5.395 2.041
C 2.083 -4.836 0.899
C 2.163 -3.498 0.599
H -2.837 -2.715 2.814
H -3.060 -1.075 3.456
H -4.313 -2.294 3.660
H -2.476 -1.621 5.565
H -3.199 -3.222 5.581
H -0.433 -1.040 4.172
H 1.136 -1.815 4.127
H 0.095 -1.948 1.402
H -0.514 -0.460 2.071
H 1.942 -0.106 2.974
H 2.154 1.593 1.204
H 0.506 1.380 1.770
H 0.918 -1.300 -0.764
H 2.821 -0.174 -2.498
H 1.618 1.112 -2.272
H -0.137 -0.223 -3.407
H 3.435 -1.528 -0.659
H 3.516 0.091 -0.090
H 3.589 -0.905 1.813
H 3.411 -2.548 3.559
H 3.167 -4.961 3.911
H 1.679 -5.492 0.132
H 1.845 -3.152 -0.373
C 8.583 -1.725 -4.490
C 7.931 -0.512 -4.681
C 6.990 -0.082 -3.762
C 6.716 -0.875 -2.658
C 7.354 -2.090 -2.458
C 8.292 -2.513 -3.382
N 5.739 -0.412 -1.678
O 5.174 0.646 -1.880
O 5.525 -1.108 -0.695
H 9.322 -2.056 -5.208
H 8.159 0.097 -5.542
H 6.484 0.861 -3.913
H 7.131 -2.703 -1.597
H 8.800 -3.457 -3.239
C 3.309 -1.745 -9.159
C 4.068 -1.242 -10.206
C 5.221 -0.520 -9.944
C 5.600 -0.315 -8.629
C 4.850 -0.804 -7.574
C 3.697 -1.523 -7.844
N 6.834 0.429 -8.348
O 7.462 0.862 -9.285
O 7.157 0.565 -7.177
H 2.411 -2.313 -9.367
H 3.763 -1.415 -11.229
H 5.811 -0.129 -10.761
H 5.152 -0.635 -6.550
H 3.102 -1.914 -7.029
C 0.950 -6.489 8.292
C 1.322 -7.164 9.448
C 0.714 -6.858 10.655
C -0.263 -5.880 10.687
C -0.639 -5.195 9.545
C -0.026 -5.502 8.341
N -0.927 -5.569 11.961
O -0.562 -6.173 12.948
O -1.802 -4.727 11.949
H 1.423 -6.734 7.349
H 2.083 -7.931 9.407
H 1.004 -7.384 11.553
H -1.400 -4.430 9.583
H -0.312 -4.976 7.441
C -3.388 1.890 -3.374
C -2.138 2.089 -2.798
C -2.031 2.293 -1.432
C -3.177 2.286 -0.660
C -4.429 2.094 -1.219
C -4.531 1.896 -2.585
N -3.061 2.474 0.792
O -1.945 2.656 1.259
O -4.076 2.433 1.448
H -3.470 1.727 -4.441
H -1.249 2.085 -3.415
H -1.060 2.448 -0.983
H -5.320 2.094 -0.608
H -5.503 1.742 -3.034
C -1.430 7.923 1.991
C -1.838 6.596 1.938
C -2.907 6.234 1.136
C -3.548 7.205 0.391
C -3.161 8.532 0.438
C -2.094 8.890 1.246
N -4.657 6.802 -0.481
O -4.960 5.623 -0.487
O -5.195 7.654 -1.155
H -0.592 8.205 2.615
H -1.323 5.844 2.520
H -3.225 5.203 1.096
H -3.673 9.283 -0.146
H -1.776 9.922 1.292
C -9.041 5.800 -2.468
C -9.906 4.990 -3.195
C -9.755 3.612 -3.170
C -8.737 3.063 -2.409
C -7.869 3.857 -1.684
C -8.022 5.231 -1.716
N -8.578 1.604 -2.359
O -9.337 0.928 -3.018
O -7.686 1.156 -1.659
H -9.162 6.875 -2.487
H -10.699 5.434 -3.781
H -10.426 2.985 -3.738
H -7.075 3.422 -1.095
H -7.346 5.856 -1.152
```

Its net charge is +1. Its orbital gap is 7.9 eV. As for the total energy: -99440.5215 eV. The value obtained for the HOMO energy is -11.174 eV. The molar mass comes out at 1046.04 Da. The max |F| comes out at 1.8 eV/A. For the LUMO energy, the calculation gives -3.290 eV.